[1]
{
  "formula": "C34H58BrNO19S3",
  "method": "ωB97M-V with the def2-TZVPD basis set",
  "symbols": ["C", "H", "C", "H", "C", "C", "O", "O", "O", "O", "O", "H", "C", "C", "O", "N", "H", "Br", "H", "H", "C", "H", "H", "C", "C", "C", "H", "S", "C", "C", "H", "H", "H", "H", "C", "C", "H", "H", "H", "H", "H", "H", "H", "H", "O", "C", "O", "O", "H", "H", "C", "H", "H", "O", "H", "O", "H", "H", "C", "H", "H", "C", "H", "H", "C", "H", "C", "C", "H", "H", "O", "C", "H", "O", "H", "C", "H", "H", "H", "O", "C", "C", "H", "S", "H", "S", "C", "O", "C", "H", "H", "C", "H", "H", "H", "H", "C", "H", "H", "O", "H", "H", "O", "C", "C", "C", "H", "H", "O", "H", "C", "H", "O", "H", "H", "C"],
  "xyz": [[1.921, -1.146, -0.401], [-2.345, 1.899, 3.136], [-2.917, 3.831, 0.294], [-0.495, -6.012, -4.197], [-2.044, 3.329, -0.843], [-4.414, 3.437, 0.150], [4.060, 0.918, 6.645], [0.933, -5.704, 0.977], [-1.030, 1.230, -4.745], [0.732, -1.966, -2.380], [-2.640, -7.217, -4.027], [-1.468, -6.686, -6.401], [-2.671, 1.954, 2.099], [6.373, 4.796, 0.698], [0.416, -7.697, 1.905], [0.692, -1.340, 0.390], [2.626, -6.386, 1.989], [1.165, 8.323, -0.265], [-3.730, 1.702, 2.100], [-0.964, -8.889, 0.245], [-2.426, 3.403, 1.672], [0.057, -5.826, -6.647], [2.446, 4.128, -1.859], [-3.017, -6.074, -4.020], [-0.658, 6.167, 0.423], [-4.903, 1.121, -1.056], [4.344, 3.522, -3.377], [1.311, -0.831, 2.853], [-0.555, 7.416, -0.417], [-0.967, -5.726, -6.289], [6.842, 4.564, 1.651], [2.524, -4.649, 1.634], [-2.058, 2.251, -0.932], [-0.272, 5.321, -0.139], [3.801, 0.766, 8.048], [1.949, -2.015, -1.644], [-5.409, -7.285, -4.119], [2.142, 0.575, 9.400], [2.056, 2.423, -1.679], [-0.511, 0.501, -4.367], [-2.255, -7.885, 2.140], [2.118, -3.055, -1.349], [-4.852, 3.397, 1.144], [-2.317, 0.601, 0.401], [4.230, 2.138, 4.876], [-4.676, 2.176, -0.533], [3.769, 2.984, -0.732], [-0.689, -6.835, 0.127], [4.335, 1.533, 8.607], [-4.659, -7.354, -2.505], [-1.919, 0.842, 1.381], [-3.442, 4.364, -2.179], [-1.489, -5.000, -6.914], [3.790, 3.155, 6.844], [-0.435, -4.339, -4.734], [-1.398, 7.844, -1.125], [2.747, -1.708, -2.312], [-2.885, 4.039, 2.425], [-2.077, 6.010, 0.935], [-5.000, 0.142, -1.458], [1.797, 0.047, 7.743], [4.137, 3.406, 4.223], [1.892, 1.767, 8.119], [-2.023, -0.056, 1.987], [-2.658, -7.871, 1.128], [-1.963, -8.005, -0.905], [4.600, 4.012, -0.575], [-5.115, -6.704, -3.247], [4.001, 1.811, -3.126], [2.100, -0.095, -0.643], [5.392, 3.780, 0.478], [-1.551, -7.983, 0.102], [-0.696, -0.462, -0.918], [-4.221, -5.655, -3.628], [1.536, -5.336, 2.935], [-2.497, 2.868, -3.321], [-1.391, -1.687, 0.149], [-1.218, -2.592, -2.076], [5.912, 5.779, 0.747], [-2.410, 6.583, 1.935], [4.002, 2.168, 6.187], [2.867, 3.123, -1.854], [-5.989, -6.219, -2.822], [-0.130, 1.207, 1.298], [-4.925, 4.233, -0.385], [-0.841, 2.482, -3.808], [-2.449, 3.933, -2.221], [-2.972, 5.292, 0.198], [1.965, -5.524, 1.953], [2.828, 2.838, -3.978], [-3.045, 3.190, -4.202], [-0.975, -5.278, -4.844], [-1.008, 3.598, -0.668], [-1.740, 4.700, -2.514], [-3.206, -6.937, 0.997], [-3.354, -8.703, 1.024], [-0.288, -2.444, -1.534], [2.755, -1.493, 0.209], [-1.349, 3.568, 1.767], [4.645, 4.999, -1.261], [-0.019, 6.297, 1.290], [7.123, 4.776, -0.091], [-0.308, 3.590, -4.537], [3.552, 2.806, -3.164], [0.612, -0.428, 1.454], [0.230, -6.829, 1.094], [4.482, 3.249, 3.204], [-2.945, 1.945, -2.965], [-2.305, -5.006, -4.372], [4.228, -0.200, 8.312], [2.318, 0.791, 8.347], [4.767, 4.143, 4.715], [-0.102, 2.071, -2.639], [-0.018, -3.411, -1.099], [3.104, 3.749, 4.208], [-0.509, -1.432, -0.435]],
  "mulliken_charge": [-0.43, 0.49, 1.54, 0.30, 0.29, -1.85, -0.36, -0.21, -0.50, -0.42, -0.57, 0.32, -1.38, -0.75, -0.57, 0.33, 0.35, -0.16, 0.41, 0.33, -1.85, 0.38, 0.31, 0.81, 0.15, -0.01, 0.39, -0.20, 0.33, -1.25, 0.23, 0.15, -0.10, 0.02, -0.20, -0.49, 0.29, 0.36, -0.34, 0.37, 0.38, 0.30, 0.51, 0.05, -0.30, -0.38, -0.21, -0.27, 0.33, 0.23, -0.46, 0.51, 0.31, -0.57, 0.22, -0.44, 0.37, 0.57, 0.28, 0.52, 0.26, -0.59, 0.31, 0.94, -1.20, 0.29, 0.65, -0.60, 0.33, 0.02, -0.31, -0.20, -0.29, -0.33, 0.31, -0.69, 0.52, 0.48, 0.34, -0.57, 0.75, 0.59, 0.23, 0.05, 0.60, 1.16, -1.18, -0.37, -0.68, 0.31, 0.55, 0.01, 0.29, 0.41, 0.28, 0.37, -1.13, 0.39, 0.55, -0.56, 0.53, 0.32, -0.68, -1.29, -0.34, 0.66, 0.17, 0.10, -0.34, 0.29, -1.07, 0.32, -0.33, 0.29, 0.29, 0.31],
  "smiles": "C#CC[C@@](CCCSC(=S)N1CCOCC1)(CCCS(=O)(=O)O)OC(=O)CC(=O)Br.CCOC(=O)OC.CCOC(=O)OC.CCOC(=O)OC.CCOC(=O)OC",
  "charge": 0
}

[2]
{
  "formula": "C34H58N2O4SiYb",
  "method": "ωB97M-V with the def2-TZVPD basis set",
  "symbols": ["C", "C", "C", "N", "C", "H", "H", "C", "C", "C", "H", "C", "C", "H", "C", "H", "H", "O", "H", "H", "H", "H", "H", "C", "C", "H", "C", "H", "H", "C", "H", "H", "H", "H", "H", "C", "H", "Yb", "H", "Si", "O", "H", "C", "H", "H", "H", "H", "H", "C", "C", "H", "H", "H", "C", "H", "H", "H", "H", "C", "H", "N", "H", "H", "H", "H", "C", "C", "C", "C", "C", "O", "H", "H", "H", "H", "C", "O", "H", "C", "C", "H", "H", "H", "C", "C", "C", "C", "H", "H", "H", "H", "C", "C", "H", "H", "H", "H", "H", "H", "H"],
  "xyz": [[-2.146, 2.440, -1.565], [0.891, -2.109, 1.415], [-2.308, 3.364, -4.193], [-0.779, -0.336, 1.163], [-3.497, 0.387, -2.143], [2.662, -1.479, 2.436], [1.602, 0.160, -1.650], [0.213, -3.701, -3.669], [-1.627, -0.486, 3.479], [-2.953, 2.177, -3.829], [2.228, -3.766, 1.696], [-1.430, -2.688, 0.870], [-1.519, 3.663, -1.919], [0.100, 0.907, -2.481], [-2.851, -2.299, 0.616], [-1.847, -4.775, 0.671], [2.640, 3.221, 2.081], [2.453, 2.049, 0.418], [1.258, -2.876, -6.113], [-3.372, -3.136, 0.131], [4.441, 2.094, -4.458], [1.211, -0.241, -3.393], [-4.318, 3.057, -0.087], [-0.752, 4.442, -0.891], [1.178, 0.657, -2.547], [1.014, -3.094, -1.757], [2.502, 3.573, -2.290], [-1.913, 0.263, 4.226], [-2.399, -1.270, 3.470], [-1.502, -0.944, -5.303], [-0.594, 5.465, -1.261], [-0.660, -4.161, -3.193], [-0.117, -3.232, -4.603], [1.521, 2.094, -5.769], [-0.672, -0.930, 3.784], [-1.074, -4.034, 0.881], [0.619, -1.761, -7.367], [0.371, 1.301, -0.155], [-3.316, 4.075, 0.985], [2.234, 2.038, -3.342], [0.838, -0.512, -4.931], [-4.387, 2.834, 1.679], [-1.599, 4.102, -3.240], [3.160, -1.152, -1.973], [-0.574, 0.983, -5.036], [-1.276, 4.509, 0.074], [-2.946, -1.422, -0.036], [-3.395, -2.086, 1.549], [-2.873, 1.694, -2.528], [1.440, 2.758, -4.899], [0.254, 4.031, -0.677], [-2.434, -0.509, -5.674], [0.134, -1.811, -2.622], [-2.343, 1.334, 1.982], [-1.648, -1.174, -4.239], [4.553, 1.317, -2.863], [4.015, -1.989, -3.283], [2.319, -2.259, -7.396], [3.193, -2.090, -2.558], [-2.378, 3.724, -5.221], [-1.901, 1.873, -0.301], [3.236, -4.225, -2.198], [0.485, -5.488, 1.199], [-1.101, 5.036, -3.510], [2.104, 0.053, -6.480], [-2.617, 2.046, 0.798], [-0.371, 0.021, -5.522], [3.406, -3.287, -1.660], [1.207, -3.467, 1.439], [-0.442, -1.710, 1.143], [2.019, -2.157, -3.368], [-1.327, -1.879, -5.847], [2.535, -0.817, 0.804], [4.436, -3.275, -1.299], [3.316, 4.156, -2.751], [1.881, -0.844, -5.885], [0.693, 2.645, 1.695], [2.766, -1.082, -5.289], [-1.543, 0.187, 2.128], [1.945, -1.080, 1.702], [-3.529, 1.606, -4.563], [-4.241, 0.083, -2.891], [3.931, 0.403, -4.260], [0.813, -2.669, -2.754], [1.946, 2.665, 1.430], [1.483, -2.007, -6.741], [0.232, -4.428, 1.170], [-4.001, 0.438, -1.168], [2.804, 3.327, -1.260], [1.949, 3.699, -5.157], [1.612, 4.217, -2.277], [-3.726, 3.065, 0.836], [3.945, 1.387, -3.776], [-2.879, 1.660, 2.871], [1.533, -0.152, 2.128], [0.945, -4.486, -3.894], [-0.199, 0.207, -6.595], [-2.750, -0.423, -2.083], [0.379, 2.999, -4.742], [2.764, -3.249, -0.775]],
  "mulliken_spin": [0.00, 0.00, 0.00, 0.00, 0.00, 0.00, 0.00, 0.00, 0.00, 0.00, 0.00, 0.00, 0.00, 0.00, 0.00, 0.00, 0.00, 0.00, 0.00, 0.00, 0.00, 0.00, 0.00, 0.00, 0.00, 0.00, 0.00, 0.00, 0.00, 0.00, 0.00, 0.00, 0.00, 0.00, 0.00, 0.00, 0.00, 0.99, 0.00, 0.00, 0.00, 0.00, 0.00, 0.00, 0.00, 0.00, 0.00, 0.00, 0.00, 0.00, 0.00, 0.00, 0.00, 0.00, 0.00, 0.00, 0.00, 0.00, 0.00, 0.00, 0.00, 0.00, 0.00, 0.00, 0.00, 0.00, 0.00, 0.00, 0.00, 0.00, 0.00, 0.00, 0.00, 0.00, 0.00, 0.00, 0.00, 0.00, 0.00, 0.00, 0.00, 0.00, 0.00, 0.00, 0.00, 0.00, 0.00, 0.00, 0.00, 0.00, 0.00, 0.00, 0.00, 0.00, 0.00, 0.00, 0.00, 0.00, 0.00, 0.00],
  "charge": 1,
  "multiplicity": 2,
  "s_squared": 0.75
}

| no. | total energy (eV) |
| --- | --- |
| 1 | -179137.41014 |
| 2 | -86773.73934 |